<one>
2 unconnected molecules or ions with the total composition FHN2O2S. Source: the Open Molecules 2025 dataset; level of theory: ωB97M-V/def2-TZVPD.

The geometry in ORCA input format:
```
! wB97M-V def2-TZVPD RIJCOSX def2/J DEFGRID3
* xyz 0 1
N 1.121 0.731 -0.002
N -0.569 -1.087 -0.493
O 2.073 0.981 -0.711
O 0.544 1.333 0.870
F -0.034 -2.236 -0.090
S -1.442 -0.325 0.635
H -1.692 0.602 -0.209
*
```

Calculated values
Lowest unoccupied orbital energy (spin up / spin down) in eV: -0.704 / -1.688
Frontier orbital gap (spin up / spin down) in eV: 9.59 / 7.02
HOMO (spin up / spin down) in eV: -10.292 / -8.712

<two>
2 unconnected molecules or ions with the total composition FHN2O2S. Source: the Open Molecules 2025 dataset; level of theory: ωB97M-V/def2-TZVPD.

The geometry in ORCA input format:
```
! wB97M-V def2-TZVPD RIJCOSX def2/J DEFGRID3
* xyz 0 1
N -2.890 -0.107 -0.968
N -2.516 -0.318 -2.014
O -3.255 0.056 0.095
O 1.382 0.481 -0.724
F -0.763 1.832 -0.403
S 0.798 1.478 0.140
H 0.270 0.557 1.033
*
```

Calculated values
Lowest unoccupied orbital energy in eV: 0.117
Frontier orbital gap in eV: 10.97
HOMO in eV: -10.857

Most favorable structure: <two>. The second most favorable one is 0.1639 hartree above it.

<one>
2 unconnected molecules or ions with the total composition C6H14. Source: the Open Molecules 2025 dataset; level of theory: ωB97M-V/def2-TZVPD.

The geometry in ORCA input format:
```
! wB97M-V def2-TZVPD RIJCOSX def2/J DEFGRID3
* xyz 0 1
C -1.753 1.024 -0.243
C -0.783 0.028 0.060
C -0.997 -1.338 -0.543
C 0.651 0.497 0.298
C 1.514 -0.431 1.147
C 1.289 0.732 -1.079
H -1.532 2.070 -0.057
H -2.683 0.750 -0.727
H -1.633 0.317 1.023
H -1.073 -0.490 1.648
H -0.731 -1.271 -1.605
H -2.050 -1.623 -0.481
H -0.393 -2.107 -0.057
H 0.579 1.467 0.807
H 1.656 -1.405 0.664
H 1.062 -0.599 2.130
H 2.505 0.014 1.288
H 0.657 1.369 -1.705
H 2.265 1.214 -0.962
H 1.451 -0.217 -1.604
*
```

Calculated values
Lowest unoccupied orbital energy in eV: 0.998
Frontier orbital gap in eV: 8.12
HOMO in eV: -7.126

<two>
3 unconnected molecules or ions with the total composition C6H14. Source: the Open Molecules 2025 dataset; level of theory: ωB97M-V/def2-TZVPD.

The geometry in ORCA input format:
```
! wB97M-V def2-TZVPD RIJCOSX def2/J DEFGRID3
* xyz 0 1
C -1.656 1.030 -0.052
C -0.717 0.072 0.051
C -0.946 -1.326 -0.532
C 0.722 0.540 0.217
C 1.577 -0.342 1.099
C 1.361 0.674 -1.186
H -1.584 2.037 0.382
H -2.241 1.033 -0.967
H -2.859 -0.121 1.339
H -1.385 -0.510 1.842
H -0.630 -1.327 -1.581
H -1.988 -1.672 -0.550
H -0.375 -2.105 -0.008
H 0.694 1.552 0.643
H 1.695 -1.345 0.671
H 1.121 -0.449 2.088
H 2.565 0.101 1.234
H 0.767 1.316 -1.842
H 2.361 1.117 -1.088
H 1.468 -0.305 -1.667
*
```

Calculated values
Lowest unoccupied orbital energy (spin up / spin down) in eV: -0.440 / -0.231
Frontier orbital gap (spin up / spin down) in eV: 7.47 / 7.98
HOMO (spin up / spin down) in eV: -7.912 / -8.207

Most favorable structure: <one>. The second most favorable one is 0.0727 hartree above it.

<one>
A molecular structure, C6H14. Source: the Open Molecules 2025 dataset; level of theory: ωB97M-V/def2-TZVPD.

The geometry in ORCA input format:
```
! wB97M-V def2-TZVPD RIJCOSX def2/J DEFGRID3
* xyz 0 1
C 1.563 -0.078 -1.437
C 0.386 -0.877 -0.850
C -0.313 -0.094 0.306
C -1.756 -0.223 0.188
C 0.486 0.523 1.345
C 0.310 2.013 1.455
H 1.202 0.480 -2.301
H 2.027 0.405 -0.564
H 2.374 -0.715 -1.772
H 0.831 -1.717 -0.302
H -0.336 -1.193 -1.600
H -1.072 0.745 -0.336
H -2.269 0.083 1.100
H -2.480 -0.581 -0.531
H -1.316 -3.045 -1.031
H -1.150 -2.999 -0.326
H 0.612 -0.119 2.211
H -0.396 2.316 2.216
H 1.197 2.614 1.765
H 0.100 2.461 0.465
*
```

Calculated values
Lowest unoccupied orbital energy in eV: 0.217
Frontier orbital gap in eV: 6.03
HOMO in eV: -5.816

<two>
C6H14 in the gas phase. Source: the Open Molecules 2025 dataset; level of theory: ωB97M-V/def2-TZVPD.

The geometry in ORCA input format:
```
! wB97M-V def2-TZVPD RIJCOSX def2/J DEFGRID3
* xyz 0 1
C -1.627 0.225 -2.034
C -0.910 1.120 -1.031
C 0.493 0.629 -0.654
C 0.562 -0.794 -0.074
C 0.232 -0.854 1.406
C 1.324 -0.278 2.308
H -0.957 -0.070 -2.847
H -2.513 0.693 -2.458
H -1.915 -0.739 -1.585
H -1.544 1.223 -0.156
H -0.776 2.116 -1.466
H 0.902 1.310 0.085
H 1.082 0.624 -1.563
H -0.098 -1.483 -0.603
H 1.586 -1.144 -0.224
H -0.010 -1.874 1.712
H -0.691 -0.297 1.582
H 1.268 0.806 2.365
H 1.277 -0.686 3.318
H 2.316 -0.527 1.918
*
```

Calculated values
Lowest unoccupied orbital energy in eV: 1.229
Frontier orbital gap in eV: 12.08
HOMO in eV: -10.856

Most favorable structure: <two>. The second most favorable one is 0.2615 hartree above it.

<one>
C2H3NO3S in the gas phase. Source: the Open Molecules 2025 dataset; level of theory: ωB97M-V/def2-TZVPD.

The geometry in ORCA input format:
```
! wB97M-V def2-TZVPD RIJCOSX def2/J DEFGRID3
* xyz 0 1
C 0.615 -0.385 0.838
C -0.580 0.005 0.044
N 0.499 -0.949 1.935
O -1.131 1.252 2.265
O -3.071 0.158 1.085
O -1.360 -1.258 2.154
S -1.682 0.157 1.472
H 1.716 -0.136 0.680
H -0.602 0.865 -0.444
H -0.910 -0.850 -0.582
*
```

Calculated values
Lowest unoccupied orbital energy (spin up / spin down) in eV: -1.660 / -1.659
Frontier orbital gap (spin up / spin down) in eV: 9.51 / 9.51
HOMO (spin up / spin down) in eV: -11.165 / -11.166

<two>
C2H3NO3S in the gas phase. Source: the Open Molecules 2025 dataset; level of theory: ωB97M-V/def2-TZVPD.

The geometry in ORCA input format:
```
! wB97M-V def2-TZVPD RIJCOSX def2/J DEFGRID3
* xyz 0 1
C -0.286 -0.212 -0.024
C -1.727 -0.021 -0.092
N 0.395 -1.299 0.071
O 2.985 0.925 1.011
O 0.855 1.036 -0.304
O 1.704 -1.204 0.037
S 2.357 0.500 -0.194
H -2.161 -0.492 -1.075
H -1.777 1.019 -0.198
H -2.345 -0.253 0.768
*
```

Calculated values
Lowest unoccupied orbital energy in eV: 0.244
Frontier orbital gap in eV: 10.39
HOMO in eV: -10.145

<three>
C2H3NO3S in the gas phase. Source: the Open Molecules 2025 dataset; level of theory: ωB97M-V/def2-TZVPD.

The geometry in ORCA input format:
```
! wB97M-V def2-TZVPD RIJCOSX def2/J DEFGRID3
* xyz 0 1
C 1.037 -0.911 -0.247
C 0.811 0.558 0.057
N 0.070 -1.656 -0.117
O -1.859 0.985 1.141
O -1.496 0.772 -1.246
O -1.145 -1.211 0.262
S -1.138 0.452 0.059
H 1.991 -1.223 -0.445
H 0.867 0.840 1.203
H 0.863 1.394 -0.666
*
```

Calculated values
Lowest unoccupied orbital energy in eV: 0.565
Frontier orbital gap in eV: 11.40
HOMO in eV: -10.833

Most favorable structure: <two>. The second most favorable one is 0.0023 hartree above it.